The following is a DFT calculation (ωB97M-V/def2-TZVPD) of the ion CH3ClNO2Si with charge -1.

Atoms and positions in Å:
H (2.20392, 0.21392, -1.72892)
N (1.31524, 0.29366, -1.10968)
C (1.65585, 0.96806, -0.04822)
O (2.58872, 1.71367, 0.25054)
O (0.66404, 0.77367, 1.01305)
Si (-0.72468, 0.14791, 0.55248)
Cl (-1.98767, 1.53915, -0.07838)
H (-1.42947, -0.20924, 1.93542)
H (-0.46916, -0.83674, -0.39812)

Summary:
Total charge: -1
LUMO energy in eV: 3.63

The following is a DFT calculation (ωB97M-V/def2-TZVPD) of a cluster of 2 separate species, CH3ClO2PS in total.

Atoms and positions in Å:
C (-0.00384, 0.32967, 1.27489)
O (-0.85204, -0.46495, -2.73591)
O (0.89971, 0.90927, -1.45344)
P (-0.27562, 0.02745, -1.47232)
S (-1.54194, 0.38465, 0.17633)
Cl (0.93471, -2.29692, -0.15232)
H (-0.19030, 1.05983, 2.03506)
H (0.90433, 0.63746, 0.64689)
H (0.12498, -0.58646, 1.68081)

Summary:
Total charge: -1
⟨S²⟩: 2.009
LUMO energy (spin up / spin down) in eV: 3.53 / -0.40
2S+1: 3

The following is a DFT calculation (ωB97M-V/def2-TZVPD) of the molecule CH3ClOS2.

Atoms and positions in Å:
C (-0.71424, 0.43158, -0.13155)
O (-0.19745, -2.21472, 0.71473)
S (0.99807, 0.11630, -0.59885)
S (0.98247, -1.92265, -0.10071)
Cl (2.06724, 2.14857, 0.26997)
H (-1.29112, 0.53698, -1.04723)
H (-0.77430, 1.33722, 0.46024)
H (-1.07067, -0.43329, 0.43340)

Summary:
LUMO energy (spin up / spin down) in eV: -1.96 / -2.33

The following is a DFT calculation (ωB97M-V/def2-TZVPD) of a cluster of 2 separate species, CH3F2N3 in total.

Atoms and positions in Å:
C (-0.71837, -0.06247, 0.20570)
N (-1.34852, -0.47733, -0.75762)
N (-0.85218, 0.76755, 1.15187)
N (1.60099, -0.24795, -0.09295)
F (-0.77064, -1.50109, -1.49131)
F (1.66477, 0.26366, -1.35821)
H (-1.61221, 1.36115, 1.07676)
H (0.08785, 1.14967, 1.49971)
H (1.94832, -1.25319, -0.23396)

Summary:
LUMO energy (spin up / spin down) in eV: -0.56 / -0.59

The following is a DFT calculation (ωB97M-V/def2-TZVPD) of the molecule CH3F2NS.

Atoms and positions in Å:
C (0.22650, -0.69375, 0.83300)
N (-0.49740, 0.56093, 0.87746)
F (-0.96146, 0.22647, -1.97325)
F (0.79827, 1.68092, -1.42366)
S (-0.67691, 1.28368, -0.77488)
H (0.73058, -0.89617, 1.80804)
H (0.86383, -0.67672, 0.00532)
H (-0.48341, -1.48536, 0.64798)

Summary:
LUMO energy in eV: 0.06

The following is a DFT calculation (ωB97M-V/def2-TZVPD) of the molecule CH3FINS.

Atoms and positions in Å:
C (0.36674, -0.82725, 0.34197)
N (-0.00326, -0.11207, -0.82590)
F (1.18363, 0.79697, -1.35307)
S (-1.36035, 0.67649, -0.85949)
I (-1.52999, 2.47794, 0.74783)
H (0.08354, -0.38737, 1.24947)
H (-0.16008, -1.82193, 0.36171)
H (1.41976, -0.80278, 0.33747)

Summary:
⟨S²⟩: 2.018
LUMO energy (spin up / spin down) in eV: 0.12 / -3.47
2S+1: 3

The following is a DFT calculation (ωB97M-V/def2-TZVPD) of a cluster of 2 separate species, CH3FIP in total.

Atoms and positions in Å:
C (0.60361, -0.84452, -1.25240)
F (-2.35331, 0.48296, -1.81094)
P (-0.91592, 1.30557, -1.87798)
I (2.67868, -0.58161, -1.39825)
H (0.09226, -0.77955, -0.19014)
H (0.24511, -1.66402, -1.92282)
H (-1.17981, 1.74184, -0.42601)

Summary:
LUMO energy (spin up / spin down) in eV: -0.81 / -0.85

The following is a DFT calculation (ωB97M-V/def2-TZVPD) of the molecule CH3FN2.

Atoms and positions in Å:
F (2.12090, 0.73930, 1.15087)
N (1.48403, 0.01463, 0.15575)
C (0.07841, -0.10120, 0.40539)
N (0.44028, 0.92670, -0.51286)
H (-0.28780, 0.26044, 1.36053)
H (-0.37038, -1.03053, 0.06449)
H (0.40060, 0.67162, -1.49441)

Summary:
LUMO energy in eV: 1.11

The following is a DFT calculation (ωB97M-V/def2-TZVPD) of the molecule CH3FN2O.

Atoms and positions in Å:
H (-2.53515, 0.49399, 0.33765)
N (-1.66496, 0.96276, 0.03010)
N (-0.88229, 0.00369, 0.17999)
C (0.47129, -0.01527, -0.27656)
O (1.18739, -1.13522, 0.12800)
F (1.31498, 1.11147, 0.03754)
H (0.39950, -0.32181, -1.42156)
H (1.70924, -1.09960, 0.98483)

Summary:
LUMO energy in eV: -0.05

The following is a DFT calculation (ωB97M-V/def2-TZVPD) of a cluster of 2 separate species, CH3FN2O in total.

Atoms and positions in Å:
C (-0.25286, 0.48176, -0.26420)
N (-0.97351, 0.12321, 0.78741)
N (1.05631, 0.01674, -0.38216)
O (-0.41371, 1.28023, -1.19638)
F (1.52074, -1.75081, -0.05954)
H (-0.52492, -0.69151, 1.28420)
H (-1.86954, 0.65511, 1.13043)
H (1.45749, -0.11473, -1.29975)

Summary:
LUMO energy in eV: -1.68

The following is a DFT calculation (ωB97M-V/def2-TZVPD) of the molecule CH3FN2O.

Atoms and positions in Å:
N (0.94033, 0.92725, -0.81298)
N (-0.22233, 0.11349, -0.07725)
C (-0.52998, -1.13336, 0.59473)
O (0.16793, -1.99990, 1.00385)
F (-1.84603, -1.17955, 0.89624)
H (0.59455, 1.86824, -0.65282)
H (1.92187, 0.79612, -0.37239)
H (-1.02635, 0.60772, -0.57937)

Summary:
LUMO energy in eV: 0.64

The following is a DFT calculation (ωB97M-V/def2-TZVPD) of a cluster of 2 separate species, CH3FN2O2 in total.

Atoms and positions in Å:
C (0.46748, -1.14424, 1.04788)
N (-0.30208, -0.13917, 1.09635)
N (0.12366, 1.02346, 0.40315)
O (-0.05716, 1.99197, 1.01595)
O (0.39992, 0.95770, -0.75135)
F (-1.46835, 0.08161, -2.25635)
H (1.45552, -1.20374, 0.70975)
H (0.13992, -2.14475, 1.27776)
H (-0.75891, 0.57716, -2.54315)

Summary:
⟨S²⟩: 2.013
LUMO energy (spin up / spin down) in eV: 0.07 / -4.43
2S+1: 3

The following is a DFT calculation (ωB97M-V/def2-TZVPD) of the molecule CH3FN2O2.

Atoms and positions in Å:
C (0.01572, -0.14441, 0.34915)
N (-0.02223, -0.61547, -0.90145)
N (1.16012, 0.59632, 0.79513)
O (-0.90295, -0.25925, 1.14306)
O (1.17472, 0.83843, 2.08318)
F (0.97005, 1.97829, 0.28608)
H (0.80624, -0.66311, -1.54657)
H (-0.75952, -1.28056, -1.09543)
H (0.23933, 0.86901, 2.38733)

Summary:
⟨S²⟩: 2.008
LUMO energy (spin up / spin down) in eV: 0.75 / -3.09
2S+1: 3

The following is a DFT calculation (ωB97M-V/def2-TZVPD) of a cluster of 2 separate species, CH3FNO2S in total.

Atoms and positions in Å:
C (-0.41274, -0.66852, 1.77892)
N (-1.62459, -0.38009, 2.10053)
O (-0.00035, 0.82859, -1.48006)
O (1.33523, 1.97055, -3.13709)
F (0.50440, -1.22843, 2.63366)
S (1.26372, 0.78912, -2.27468)
H (-0.15134, -0.58613, 0.69906)
H (-1.65815, -0.49720, 3.10575)
H (0.74381, -0.22791, -3.42609)

Summary:
Total charge: -1
LUMO energy in eV: 3.58

The following is a DFT calculation (ωB97M-V/def2-TZVPD) of a structure of composition CH3FNO2S.

Atoms and positions in Å:
C (0.94902, 1.09635, -0.64961)
N (-1.38197, -0.47966, 0.82890)
O (1.48525, -1.48158, 0.11589)
O (-0.05557, -1.14510, -1.71594)
F (-0.16684, 1.68902, -1.23891)
S (0.54622, -0.59465, -0.54189)
H (0.93761, 1.42416, 0.44741)
H (-1.21180, -1.01339, 1.63494)
H (-1.10192, 0.50486, 1.11922)

Summary:
Total charge: -1
LUMO energy in eV: 4.18

The following is a DFT calculation (ωB97M-V/def2-TZVPD) of a structure of composition CH3FNO2S.

Atoms and positions in Å:
C (-1.21620, 1.11339, -0.32462)
N (-0.68964, 2.01058, 0.30068)
O (0.71870, -1.49440, 0.75793)
O (1.40658, -3.41984, 2.03617)
F (-2.61688, 0.93627, -0.37345)
S (0.56095, -2.90086, 0.96731)
H (-0.83830, 0.39091, -1.02464)
H (-1.23097, 2.61366, 0.86915)
H (1.11318, -3.82539, -0.43175)

Summary:
Total charge: -1
LUMO energy in eV: 3.68

The following is a DFT calculation (ωB97M-V/def2-TZVPD) of the molecule CH3FO2.

Atoms and positions in Å:
C (-0.01767, 0.23575, -0.21120)
O (0.40279, 1.54057, -0.25112)
O (0.25273, 2.24023, 0.94024)
F (1.51326, 2.34055, 1.69411)
H (0.75788, -0.49290, -0.13032)
H (-0.87459, 0.07153, -0.84795)
H (-0.39136, -0.02321, 0.75446)

Summary:
LUMO energy in eV: 0.16

The following is a DFT calculation (ωB97M-V/def2-TZVPD) of a cluster of 2 separate species, CH3FOS in total.

Atoms and positions in Å:
C (-0.28898, -0.06581, -0.08698)
O (-2.37262, 1.50369, 0.61453)
F (-2.52243, -1.74028, 0.14982)
S (-1.88629, 0.70023, -0.48730)
H (0.10521, -0.47274, -1.08674)
H (-0.53042, -0.89639, 0.72589)
H (0.39223, 0.62048, 0.49459)

Summary:
LUMO energy (spin up / spin down) in eV: -2.52 / -2.96

The following is a DFT calculation (ωB97M-V/def2-TZVPD) of a cluster of 2 separate species, CH3I in total.

Atoms and positions in Å:
C (-0.62450, 0.34092, -0.15873)
I (2.19454, -1.25196, 0.61294)
H (0.03545, 0.30760, -1.11022)
H (-1.54803, -0.31428, -0.01108)
H (-0.05747, 0.91772, 0.66710)

Summary:
LUMO energy in eV: -3.00

The following is a DFT calculation (ωB97M-V/def2-TZVPD) of a structure of composition CH3I2NO.

Atoms and positions in Å:
C (-0.22153, 1.22453, -0.01366)
N (-0.31473, -1.09796, -0.23209)
O (-0.47186, -0.09860, 0.60660)
I (2.38066, -1.51917, -0.36632)
I (-1.07478, -2.83236, 0.36463)
H (0.79334, 1.56273, 0.28472)
H (-1.01786, 1.78992, 0.33868)
H (-0.07325, 0.97090, -0.98257)

Summary:
LUMO energy (spin up / spin down) in eV: -0.91 / -2.11

Number 1: M 124.58 g mol⁻¹. Number 2: M 145.53 g mol⁻¹. Number 3: M 130.62 g mol⁻¹. Number 4: M 95.05 g mol⁻¹. Number 5: M 99.11 g mol⁻¹. Number 6: M 207.01 g mol⁻¹. Number 7: M 191.91 g mol⁻¹. Number 8: M 62.05 g mol⁻¹. Number 9: M 78.05 g mol⁻¹. Number 10: M 78.05 g mol⁻¹. Number 11: M 78.05 g mol⁻¹. Number 12: M 94.05 g mol⁻¹. Number 13: M 94.05 g mol⁻¹. Number 14: M 112.11 g mol⁻¹. Number 15: M 112.11 g mol⁻¹. Number 16: M 112.11 g mol⁻¹. Number 17: M 66.03 g mol⁻¹. Number 18: M 82.10 g mol⁻¹. Number 19: M 141.94 g mol⁻¹. Number 20: M 298.85 g mol⁻¹.